This record from OMol25 describes the molecule C7H7NO3 in a non-equilibrium geometry. The level of theory is ωB97M-V/def2-TZVPD.

XYZ file:
```
18
Properties=species:S:1:pos:R:3:forces:R:3
C -0.591 3.113 0.406 -2.5 1.2 -1.5
O -0.952 1.886 1.055 0.2 -0.3 -0.6
C -0.441 0.645 0.617 0.9 11.1 -8.3
C -0.713 -0.328 1.302 1.9 -11.4 -0.2
C -0.292 -1.680 0.937 3.0 9.5 -10.2
C 0.416 -1.749 -0.371 -1.5 1.8 2.5
N 0.929 -2.990 -0.840 0.8 -4.7 -1.2
O 1.489 -3.085 -1.963 -1.1 1.3 2.2
O 0.756 -4.061 -0.164 0.1 3.2 -0.9
C 0.622 -0.549 -1.184 -9.5 -4.4 13.3
C 0.135 0.604 -0.757 -3.3 -7.6 10.5
H 0.446 3.240 0.452 1.7 0.4 0.5
H -0.792 3.258 -0.804 -0.2 -0.9 3.0
H -1.169 3.968 0.981 1.3 -1.9 -1.3
H -1.112 -0.453 2.148 -3.4 0.8 6.6
H -0.296 -2.468 1.409 -0.7 -7.8 5.3
H 1.194 -0.519 -1.820 9.9 -0.3 -12.4
H 0.373 1.168 -1.402 2.4 9.7 -7.4
```
Positions in Å, forces in eV/Å.

SMILES string ... COc1ccc([N+](=O)[O-])cc1
Relative energy (zero: lowest compared OMol25 entry of this formula, charge and spin) ... 985.3 kJ/mol
HOMO-LUMO gap ... 0.3127 Eh
Multiplicity ... 1
LUMO level ... -1.029 eV

These are the natural (NBO) partial charges, in e, on atoms 1 to 2: -0.2564 -0.5124